The molecule C8H12O2P2 at a distorted geometry. Source: the OMol25 dataset; level of theory: ωB97M-V with the def2-TZVPD basis set.

XYZ file:
```
24
Properties=species:S:1:pos:R:3
C 0.95228 -2.67493 -2.32922
C 0.77881 -1.87925 -1.10491
C 1.63857 -0.80265 -0.82176
C 1.54717 -0.13999 0.34403
C 0.42989 -0.28540 1.19732
P 0.11675 0.82179 2.58976
O 1.63742 1.58884 2.66126
C -0.78616 2.41527 1.35299
P -2.62119 2.08074 1.77388
O -3.40656 3.42046 1.30371
C -0.55162 -1.22801 0.81516
C -0.32759 -2.04453 -0.27718
H 1.86652 -3.39092 -2.31898
H 0.05667 -3.40306 -2.56886
H 1.13804 -2.06021 -3.28102
H 2.54778 -0.90078 -1.33267
H 2.26742 0.67431 0.52992
H 1.87252 2.19055 1.95210
H -0.55765 2.35461 0.27786
H -0.20221 3.14818 1.83645
H -2.96146 1.41219 0.64153
H -3.31669 3.87638 0.41898
H -1.50557 -1.36289 1.52721
H -0.98831 -2.96481 -0.61222
```

The LUMO energy comes out at 0.4043 eV. The SMILES is Cc1ccc(P(O)CPO)cc1. The gap between HOMO and LUMO is 8.9 eV. Its HOMO energy is -8.5 eV. As for the total charge: 0.

---

A cluster of 20 separate species, C88H212B5Cl4F20N11O7 in total at a distorted geometry. Source: the OMol25 dataset; level of theory: ωB97M-V with the def2-TZVPD basis set.

XYZ file:
```
347
Properties=species:S:1:pos:R:3
C 1.89135 -4.85339 -3.40205
C 3.44289 -4.91462 -3.70706
N 3.75767 -6.14018 -4.58964
C 3.37538 -7.48127 -3.85723
C 2.89214 -6.09047 -5.92646
C 3.03884 -4.86768 -6.83889
C 5.22405 -5.98066 -4.93631
C 6.24140 -6.63681 -3.90371
O 6.16509 -6.09354 -2.67726
C 6.59755 -4.72767 -2.43483
H 1.44866 -5.84940 -3.41137
H 1.47378 -4.34023 -4.26831
H 1.58880 -4.15784 -2.61926
H 3.90145 -5.14132 -2.74454
H 3.72773 -3.92280 -4.05814
H 3.99271 -8.27380 -4.28019
H 2.29709 -7.64054 -3.86185
H 3.68969 -7.34562 -2.82238
H 1.96114 -6.47829 -5.51302
H 3.29490 -6.94321 -6.47301
H 4.01835 -4.86045 -7.31703
H 3.02930 -3.95732 -6.23951
H 2.27212 -4.76642 -7.60701
H 5.40252 -4.91477 -5.07821
H 5.37842 -6.37947 -5.93892
H 7.23334 -6.52564 -4.34165
H 5.94995 -7.66423 -3.68559
H 7.38732 -4.33591 -3.07583
H 6.86117 -4.59563 -1.38546
H 5.73794 -4.15892 -2.78936
C 4.28613 3.41114 6.62842
C 3.21836 2.25937 6.96919
N 3.48939 1.36507 8.21479
C 4.85581 0.68167 7.98828
C 3.64433 2.12014 9.53873
C 2.65041 3.37278 9.79074
C 2.37939 0.22114 8.35644
C 0.93813 0.56234 8.78947
O 0.47736 1.70388 7.97049
C -0.37266 1.47900 6.92810
H 5.18312 2.95894 6.20531
H 4.42436 4.14898 7.41873
H 3.64126 3.96671 5.94754
H 3.07057 1.57754 6.13171
H 2.27065 2.77619 7.12034
H 5.01881 -0.14071 8.68485
H 5.65603 1.41812 8.06166
H 4.76130 0.18345 7.02342
H 4.66224 2.50445 9.60396
H 3.42888 1.31417 10.24022
H 2.99839 4.27915 9.29525
H 2.72706 3.67724 10.83454
H 1.61304 3.16212 9.53075
H 2.79704 -0.48459 9.07450
H 2.36621 -0.35876 7.43359
H 0.96125 0.86397 9.83665
H 0.27281 -0.30019 8.75089
H 0.11405 0.71823 6.31782
H -0.68739 2.43578 6.51141
H -1.29214 0.97621 7.22786
C 3.02130 3.35309 -5.97393
C 2.76364 1.95050 -5.40699
N 3.55734 0.72477 -6.09334
C 5.01847 0.77363 -5.56508
C 2.84817 -0.58439 -5.69605
C 2.81571 -0.99642 -4.16564
C 3.55313 0.85743 -7.65226
C 2.14666 0.80026 -8.36464
O 1.75364 -0.52871 -8.35241
C 0.44064 -0.84148 -8.85580
H 2.43102 3.54011 -6.87098
H 4.07605 3.38598 -6.24690
H 2.81220 4.19682 -5.31629
H 1.72855 1.67185 -5.60460
H 2.91165 1.72166 -4.35161
H 5.41574 -0.14132 -6.00455
H 5.01144 0.71769 -4.47655
H 5.67330 1.57973 -5.89600
H 3.29968 -1.41663 -6.23607
H 1.83313 -0.46720 -6.07562
H 2.00510 -1.66175 -3.86840
H 2.58044 -0.11077 -3.57539
H 3.71231 -1.46301 -3.75761
H 4.17752 -0.01828 -7.82937
H 4.10968 1.75712 -7.91478
H 2.05445 1.16752 -9.38675
H 1.41950 1.37940 -7.79549
H 0.47288 -1.89520 -9.13281
H 0.14139 -0.32397 -9.76724
H -0.14950 -0.50877 -8.00190
C -4.77959 2.93726 -5.01618
C -4.54047 1.46150 -5.46894
N -3.72602 1.33496 -6.85439
C -4.70719 1.71692 -8.00856
C -2.46958 2.33799 -6.91379
C -1.38590 1.85716 -5.89326
C -3.17394 -0.08142 -7.12153
C -4.26874 -1.19265 -7.34456
O -5.22241 -1.28744 -6.31309
C -5.01725 -2.21262 -5.31402
H -4.94258 3.61230 -5.85633
H -4.01584 3.38051 -4.37718
H -5.61971 2.97965 -4.32300
H -5.43547 0.85629 -5.61316
H -3.91306 0.99306 -4.71064
H -4.31787 1.45458 -8.99228
H -4.69789 2.79933 -8.13668
H -5.76665 1.47549 -7.92283
H -2.75596 3.38619 -6.82802
H -2.18126 2.27506 -7.96308
H -1.68793 1.95648 -4.85066
H -0.64278 2.64957 -5.98248
H -1.02549 0.83849 -6.03650
H -2.67193 -0.20873 -6.16243
H -2.42121 0.07295 -7.89463
H -3.81442 -2.17179 -7.49616
H -4.85062 -0.96535 -8.23779
H -4.41099 -1.72989 -4.54753
H -4.63254 -3.15095 -5.71354
H -6.07133 -2.36714 -5.08351
C -0.94702 7.48951 1.97509
C -0.59584 5.97031 1.97292
N -1.46356 5.12164 2.95055
C -0.81833 3.73408 3.12245
C -1.45126 5.71144 4.40359
C -0.10791 5.70049 5.14695
C -3.01082 4.99959 2.58006
C -3.18423 4.21480 1.20020
O -4.43544 4.83038 0.69955
C -4.69082 4.51414 -0.64141
H -0.42244 7.99859 1.16654
H -0.69273 8.00961 2.89863
H -1.99843 7.62521 1.72168
H 0.46043 5.70126 1.97601
H -0.80344 5.51891 1.00275
H -1.36625 3.02811 3.74654
H 0.25817 3.73541 3.29343
H -0.73143 3.37715 2.09622
H -2.09055 4.97300 4.88746
H -1.88221 6.71221 4.37472
H -0.30128 5.89390 6.20208
H 0.55283 6.51398 4.84734
H 0.41800 4.74707 5.09678
H -3.32904 6.01264 2.33397
H -3.66545 4.60082 3.35501
H -3.13923 3.13070 1.30414
H -2.43981 4.42163 0.43134
H -4.70660 3.45723 -0.90747
H -4.00728 5.04609 -1.30314
H -5.62667 4.99499 -0.92614
C -7.22893 -1.56037 1.28831
C -8.04688 -0.24184 1.07571
N -7.33730 1.04250 1.67526
C -5.93306 1.13812 1.10236
C -8.12308 2.27351 1.13410
C -7.58449 3.74409 1.44298
C -7.30056 1.03766 3.20787
C -8.54044 0.50288 4.02480
O -9.65445 1.26934 3.68027
C -9.84195 2.55885 4.32266
H -6.48544 -1.65691 0.49711
H -7.88168 -2.42703 1.39287
H -6.69988 -1.50616 2.23976
H -8.97778 -0.28637 1.64100
H -8.21718 0.02124 0.03174
H -6.05199 0.98707 0.02944
H -5.33897 0.33219 1.53321
H -5.58729 2.13942 1.35914
H -9.15802 2.12020 1.43985
H -7.98592 2.13994 0.06105
H -8.34607 4.42242 1.05831
H -6.77527 4.04053 0.77562
H -7.24436 4.01281 2.44309
H -6.91386 1.94562 3.67067
H -6.45017 0.37659 3.37498
H -8.30860 0.45251 5.08867
H -8.81055 -0.48841 3.66082
H -9.41350 3.35949 3.71975
H -9.42401 2.59238 5.32879
H -10.92042 2.64476 4.45539
C -0.14037 -2.66240 -0.83444
C 0.17550 -1.16634 -0.75614
N -1.03358 -0.25032 -0.50607
C -0.55025 1.23940 -0.72701
C -2.07668 -0.49205 -1.63150
C -3.29612 0.45728 -1.67504
C -1.61677 -0.28054 0.92566
C -0.57478 -0.29720 2.04809
O -0.02382 0.98781 2.18284
C 1.01790 1.22308 3.00214
H 0.61876 -3.26323 -0.33361
H -0.15941 -2.94116 -1.88802
H -1.17517 -2.91718 -0.60557
H 0.60359 -0.79371 -1.68672
H 0.88346 -1.12274 0.07150
H 0.38587 1.34523 -0.17875
H -1.26572 2.00802 -0.43476
H -0.41089 1.38934 -1.79761
H -2.46937 -1.46546 -1.33761
H -1.50118 -0.53809 -2.55604
H -3.87332 0.12584 -2.53823
H -2.99701 1.50543 -1.67704
H -3.92310 0.33920 -0.79127
H -2.24245 -1.17159 0.87414
H -2.43020 0.43029 1.07111
H 0.20837 -1.04788 1.94194
H -1.22782 -0.45077 2.90718
H 1.43538 0.22364 3.12440
H 0.61506 1.62870 3.93020
H 1.80800 1.81886 2.54511
C 7.11009 4.65155 0.62144
C 6.32071 5.39084 -0.41423
C 4.92886 4.71018 -0.72111
N 4.13281 5.41966 -1.75042
C 4.88935 5.21146 -3.02733
C 3.79505 6.87691 -1.34328
C 2.67337 7.23113 -2.29374
C 1.91283 5.93991 -2.66633
C 2.80600 4.81734 -1.99752
H 6.81530 4.94852 1.62792
H 8.14921 4.92641 0.44043
H 7.17731 3.57903 0.43898
H 6.98225 5.33433 -1.27868
H 6.23802 6.41369 -0.04674
H 4.37048 4.77863 0.21249
H 4.96688 3.66687 -1.03442
H 5.80085 5.78476 -3.19646
H 4.16681 5.61082 -3.73905
H 4.95468 4.14530 -3.24444
H 4.62807 7.57842 -1.38875
H 3.33606 6.78648 -0.35878
H 3.04859 7.64740 -3.22864
H 1.95464 8.01805 -2.06512
H 1.78849 5.89719 -3.74837
H 0.87308 5.95584 -2.33960
H 2.90205 3.93120 -2.62491
H 2.46294 4.50908 -1.00990
C -0.40305 -4.92070 2.19162
C -0.58657 -3.82845 3.25076
C -1.14066 -4.32026 4.60170
N -2.05549 -3.38564 5.42888
C -1.24759 -2.40863 6.22216
C -2.93322 -4.10300 6.54447
C -4.30242 -3.41798 6.53767
C -4.31511 -2.23286 5.58933
C -3.22390 -2.71837 4.71230
H 0.06510 -5.83929 2.54534
H 0.08649 -4.55091 1.29067
H -1.38439 -5.19742 1.80626
H -1.15849 -2.99925 2.83430
H 0.35666 -3.32304 3.45807
H -0.36033 -4.71133 5.25456
H -1.89320 -5.04334 4.28715
H -0.47017 -3.07076 6.60334
H -1.72037 -1.87231 7.04492
H -0.74005 -1.69452 5.57367
H -2.33224 -4.17535 7.45094
H -3.04862 -5.12658 6.18800
H -4.19965 -2.97389 7.52778
H -5.12224 -4.13198 6.45901
H -4.25368 -1.26319 6.08337
H -5.32113 -2.23181 5.16978
H -2.77636 -1.88208 4.17527
H -3.50001 -3.46603 3.96874
C 3.91411 -3.83333 0.05482
C 4.97382 -3.23869 0.96552
C 4.44805 -1.93430 1.63851
N 5.39807 -1.06360 2.57027
C 5.98653 -1.86294 3.78966
C 4.66161 0.23583 3.06679
C 5.82149 1.25659 3.28723
C 6.97502 0.86842 2.35680
C 6.51830 -0.40520 1.68089
H 4.33676 -4.76739 -0.31531
H 3.67648 -3.18264 -0.78674
H 2.90775 -3.91624 0.46527
H 5.85972 -3.12131 0.34141
H 5.21464 -3.86251 1.82631
H 3.45383 -2.06044 2.06714
H 4.27375 -1.22958 0.82543
H 5.29200 -2.65351 4.07381
H 6.11770 -1.21354 4.65521
H 6.97605 -2.19348 3.47394
H 4.09259 -0.04234 3.95388
H 3.93558 0.52988 2.30883
H 6.18384 1.09040 4.30172
H 5.41366 2.26536 3.22273
H 7.88504 0.68964 2.92951
H 7.21958 1.66243 1.65122
H 7.29678 -1.11228 1.39436
H 5.96890 -0.07554 0.79909
C -3.19226 -7.50258 1.09014
C -3.85021 -7.19741 -0.35557
C -2.93264 -6.30159 -1.21990
N -3.36622 -5.88211 -2.62987
C -4.79408 -5.30681 -2.52881
C -3.36301 -7.11032 -3.57430
C -1.95291 -7.06694 -4.31138
C -1.22394 -5.89335 -3.75274
C -2.37385 -4.97029 -3.40993
H -2.15159 -7.82136 1.03097
H -3.66122 -8.41463 1.45936
H -3.22482 -6.71527 1.84325
H -4.81770 -6.70784 -0.24433
H -3.95193 -8.14928 -0.87681
H -2.03959 -6.92560 -1.25409
H -2.60834 -5.40019 -0.69989
H -5.37920 -6.18591 -2.25875
H -5.14655 -4.89937 -3.47636
H -4.76381 -4.52680 -1.76804
H -4.14004 -7.01349 -4.33256
H -3.46837 -7.98853 -2.93732
H -2.21830 -6.96448 -5.36360
H -1.35679 -7.97937 -4.29706
H -0.59521 -5.50494 -4.55395
H -0.57667 -6.16363 -2.91842
H -2.89412 -4.58504 -4.28686
H -2.23135 -4.13353 -2.72609
Cl -7.22483 0.91942 -2.60658
Cl -4.01120 -3.31864 1.09998
Cl 1.30779 -7.02420 -0.19740
Cl -0.79837 -2.09439 -4.79019
B 5.13343 0.85866 -1.64110
F 4.73354 1.78860 -2.58817
F 3.99995 0.73680 -0.79052
F 5.55606 -0.40297 -2.11027
F 6.27793 1.35970 -1.07338
B -1.20127 4.27946 -2.55714
F -0.40315 3.87580 -3.53746
F -2.32718 3.50931 -2.41845
F -0.51838 4.12389 -1.40665
F -1.52021 5.60479 -2.58258
B 3.65726 5.04241 3.15464
F 3.98581 5.96887 2.20352
F 2.96193 3.99792 2.74571
F 4.85584 4.53728 3.65907
F 3.05123 5.75526 4.15727
B 2.59299 -2.24065 5.64445
F 1.88528 -1.11146 5.43870
F 1.91898 -3.14567 6.43897
F 3.14087 -2.88557 4.51554
F 3.65886 -1.83519 6.35363
B -3.96012 1.64327 4.77510
F -2.94251 0.74440 4.53155
F -4.87836 1.08084 5.66201
F -3.44620 2.64042 5.57697
F -4.47509 2.12443 3.61205
```

The LUMO energy comes out at -3.1359 eV. The gap between HOMO and LUMO is 6.7 eV. Its HOMO energy is -9.8 eV. As for the total charge: +2.